1.
{
  "formula": "C5H11NOS",
  "method": "ωB97M-V/def2-TZVPD",
  "de_lowest_kcal_mol": 0.3,
  "energy_ha": -725.209693,
  "largest_force_ha_per_bohr": 0.0215,
  "charge": -2,
  "symbols": ["S", "O", "N", "C", "C", "C", "C", "C", "H", "H", "H", "H", "H", "H", "H", "H", "H", "H", "H"],
  "coordinates": [[2.235, -1.756, 2.546], [-1.332, 1.805, -3.804], [-1.490, 0.077, -0.526], [-1.137, 0.246, -1.945], [0.643, -1.206, 1.776], [-0.525, 0.656, 0.425], [0.782, -0.127, 0.680], [-1.100, 1.705, -2.458], [-1.054, 0.691, 1.385], [-0.103, 2.135, -2.217], [0.014, -0.845, 2.593], [-1.590, -0.913, -0.325], [0.215, -2.101, 1.333], [-0.291, 1.650, 0.049], [-1.924, -0.219, -2.550], [1.520, 0.594, 1.059], [1.225, -0.614, -0.187], [-0.222, -0.301, -2.217], [-1.873, 2.212, -1.839]],
  "lowdin_charge": [-0.04, -0.44, -0.10, -0.27, -0.80, -0.25, -0.30, -0.55, 0.09, 0.07, 0.02, 0.08, 0.01, 0.09, 0.09, 0.07, 0.09, 0.09, 0.07]
}

=====

2.
{
  "formula": "C18H20BrN2O2PdTe",
  "method": "ωB97M-V/def2-TZVPD",
  "multiplicity": 3,
  "de_lowest_kcal_mol": 7.0,
  "energy_ha": -3927.451451,
  "largest_force_ha_per_bohr": 0.0303,
  "charge": 1,
  "s_squared": 2.008,
  "symbols": ["Te", "Pd", "Br", "O", "O", "N", "N", "C", "C", "C", "C", "C", "C", "C", "C", "C", "C", "C", "C", "C", "C", "C", "C", "C", "C", "H", "H", "H", "H", "H", "H", "H", "H", "H", "H", "H", "H", "H", "H", "H", "H", "H", "H", "H", "H"],
  "coordinates": [[2.715, 1.694, 0.724], [1.342, -0.388, 0.124], [0.150, 1.116, -1.962], [-1.154, -4.820, 1.974], [1.247, -2.390, -0.214], [-0.877, -1.005, -0.175], [-0.945, -2.107, 0.555], [-1.742, 3.737, -2.877], [-1.870, -0.319, -0.589], [0.643, -3.303, 1.965], [-4.164, 4.075, -4.192], [0.271, -2.974, 0.519], [-2.689, 1.659, -1.779], [1.678, -2.655, 2.617], [4.207, 1.330, 2.219], [1.280, -3.960, 4.583], [4.018, 1.447, -0.974], [-2.777, 2.824, -2.650], [-4.000, 3.032, -3.300], [-1.910, 4.782, -3.769], [-0.099, -4.268, 2.641], [-3.112, 4.945, -4.442], [1.999, -2.971, 3.929], [0.233, -4.607, 3.946], [-1.678, 0.877, -1.382], [-0.821, 3.665, -2.321], [4.412, 2.416, -1.267], [3.444, 1.014, -1.788], [-1.568, -5.500, 2.515], [2.815, -2.473, 4.434], [-3.235, 5.757, -5.147], [4.663, 0.353, 2.082], [-1.832, -2.556, 0.746], [2.266, -1.914, 2.082], [4.831, 0.781, -0.701], [-3.656, 1.307, -1.425], [1.538, -4.237, 5.596], [4.954, 2.115, 2.142], [-4.822, 2.351, -3.110], [-1.097, 5.477, -3.936], [-5.115, 4.217, -4.687], [-2.897, -0.623, -0.393], [-0.331, -5.372, 4.467], [3.719, 1.382, 3.189], [-0.033, -3.913, 0.032]],
  "lowdin_spin": [0.13, 1.13, 0.09, 0.00, 0.37, 0.08, 0.01, 0.00, 0.03, 0.01, 0.00, 0.04, 0.01, 0.01, 0.02, 0.00, 0.01, 0.00, 0.00, 0.00, 0.00, 0.00, 0.00, 0.00, 0.00, 0.00, 0.00, 0.00, 0.00, 0.00, 0.00, 0.00, 0.00, 0.01, 0.00, 0.00, 0.00, 0.00, 0.00, 0.00, 0.00, 0.00, 0.00, 0.00, 0.02]
}

=====

3.
{
  "formula": "C2H7N3OS",
  "method": "ωB97M-V/def2-TZVPD",
  "de_lowest_kcal_mol": 79.6,
  "energy_ha": -717.949075,
  "largest_force_ha_per_bohr": 0.1300,
  "symbols": ["S", "O", "N", "N", "N", "C", "C", "H", "H", "H", "H", "H", "H", "H"],
  "coordinates": [[-2.872, 0.124, 0.109], [1.840, -0.778, 0.648], [-1.576, -0.870, -0.263], [-0.391, 1.028, -0.107], [0.865, 1.707, -0.056], [0.990, -1.009, -0.373], [-0.317, -0.237, -0.315], [-1.491, -1.755, -0.069], [1.398, -1.022, -1.453], [0.763, 2.511, 0.577], [0.876, 2.198, -1.065], [-2.716, -0.111, 1.812], [2.195, 0.176, 0.716], [0.437, -1.963, -0.161]],
  "lowdin_charge": [0.68, -0.06, -0.42, -0.09, -0.05, -0.26, -0.42, -0.01, 0.15, 0.07, 0.14, 0.02, 0.13, 0.12]
}

=====

4.
{
  "formula": "C47H34N2O6PtS4",
  "method": "ωB97M-V/def2-TZVPD",
  "multiplicity": 3,
  "de_lowest_kcal_mol": 30.6,
  "energy_ha": -4084.387596,
  "largest_force_ha_per_bohr": 0.0379,
  "s_squared": 2.011,
  "symbols": ["Pt", "S", "S", "S", "S", "O", "O", "O", "O", "O", "O", "N", "N", "C", "C", "C", "C", "C", "C", "C", "C", "C", "C", "C", "C", "C", "C", "C", "C", "C", "C", "C", "C", "C", "C", "C", "C", "C", "C", "C", "C", "C", "C", "C", "C", "C", "C", "C", "C", "C", "C", "C", "C", "C", "C", "C", "C", "C", "C", "C", "H", "H", "H", "H", "H", "H", "H", "H", "H", "H", "H", "H", "H", "H", "H", "H", "H", "H", "H", "H", "H", "H", "H", "H", "H", "H", "H", "H", "H", "H", "H", "H", "H", "H"],
  "coordinates": [[-0.885, 1.272, -1.347], [0.405, 1.341, -5.843], [-2.481, 0.384, -3.091], [1.358, 1.451, 0.716], [-1.842, 0.102, 2.530], [1.610, 0.576, -5.637], [0.996, 2.559, -0.232], [-1.363, 1.228, 1.671], [0.532, 2.630, -6.451], [-4.271, 1.070, 1.071], [-2.642, 0.305, -0.263], [-2.267, 2.872, -1.146], [-0.432, 1.429, -4.410], [5.187, 1.401, -0.720], [-0.805, -0.229, -7.952], [-2.718, -0.974, -6.020], [-0.345, -1.588, 4.121], [-1.593, -4.123, -0.915], [-3.399, 2.556, -0.517], [1.028, 0.094, -1.646], [0.798, -0.012, -0.230], [-0.238, -2.158, -0.539], [-0.599, -3.023, -2.805], [-1.467, 0.635, -4.435], [-0.775, 0.289, -6.676], [0.372, -1.491, 1.804], [-2.749, -1.518, -7.297], [-4.305, 4.711, -0.975], [3.867, 1.775, -0.516], [-3.112, 5.035, -1.608], [-2.092, 2.210, 6.585], [3.102, 1.079, 0.401], [-1.015, -3.236, -0.052], [5.753, 0.338, -0.020], [1.514, -2.952, 3.449], [2.542, -3.871, 3.769], [-1.716, -0.064, -5.724], [-1.810, -1.142, -8.253], [-0.869, 1.693, 4.564], [3.427, -4.290, 2.821], [-2.112, 4.085, -1.677], [1.393, -2.457, 2.128], [2.324, -2.929, 1.162], [-0.438, -1.022, 2.823], [-3.127, 1.393, 6.152], [4.968, -0.338, 0.912], [0.594, -2.521, 4.425], [-1.385, -4.019, -2.306], [3.309, -3.812, 1.501], [0.289, -1.162, 0.340], [7.189, -0.049, -0.249], [-2.176, 2.961, 7.886], [0.714, -0.977, -2.460], [-1.915, 0.877, 4.154], [-3.461, 1.198, 0.163], [-4.446, 3.456, -0.409], [3.654, 0.036, 1.132], [-3.048, 0.729, 4.932], [-0.027, -2.057, -1.942], [-0.958, 2.346, 5.777], [-3.437, -1.238, -5.255], [3.424, 2.601, -1.060], [-0.143, 2.977, 6.112], [-5.333, 3.149, 0.125], [7.858, 0.651, 0.256], [-2.050, 4.030, 7.711], [1.032, -0.972, -3.494], [0.647, -2.942, 5.422], [-1.164, 4.290, -2.156], [4.215, -4.988, 3.074], [-1.861, -4.724, -2.976], [-3.135, 2.804, 8.377], [-1.189, -3.319, 1.013], [-5.110, 5.431, -0.920], [-0.005, 1.817, 3.922], [-4.010, 1.274, 6.768], [3.046, -0.485, 1.865], [4.011, -4.148, 0.748], [-3.511, -2.243, -7.551], [-0.079, 0.068, -8.698], [-1.384, 2.642, 8.565], [-1.860, -1.568, -9.246], [-0.432, -2.919, -3.871], [-2.959, 6.009, -2.049], [2.258, -2.577, 0.143], [5.788, 1.943, -1.440], [1.664, 0.887, -2.021], [7.395, -1.046, 0.138], [2.608, -4.230, 4.789], [-2.230, -4.909, -0.529], [7.433, -0.031, -1.311], [-1.052, -1.279, 4.875], [-3.864, 0.112, 4.576], [5.388, -1.167, 1.471]],
  "lowdin_spin": [1.22, 0.00, 0.22, 0.02, 0.00, 0.00, 0.06, 0.00, 0.00, 0.02, 0.18, 0.08, 0.01, 0.00, 0.00, 0.01, 0.00, 0.01, 0.01, 0.01, 0.02, 0.01, 0.01, 0.03, 0.00, 0.00, 0.00, 0.00, 0.00, 0.00, 0.00, 0.00, 0.00, 0.00, 0.00, 0.00, 0.01, 0.00, 0.00, 0.00, 0.01, 0.00, 0.00, 0.00, 0.00, 0.00, 0.00, 0.00, 0.00, -0.01, 0.00, 0.00, 0.05, 0.00, 0.01, 0.00, 0.00, 0.00, 0.00, 0.00, 0.01, 0.00, 0.00, 0.00, 0.00, 0.00, 0.00, 0.00, 0.00, 0.00, 0.00, 0.00, 0.00, 0.00, 0.00, 0.00, 0.00, 0.00, 0.00, 0.00, 0.00, 0.00, 0.00, 0.00, 0.00, 0.00, 0.01, 0.00, 0.00, 0.00, 0.00, 0.00, 0.00, 0.00]
}

=====

5.
{
  "formula": "C4H9INO3S",
  "method": "ωB97M-V/def2-TZVPD",
  "de_lowest_kcal_mol": 8.7,
  "energy_ha": -1133.701405,
  "largest_force_ha_per_bohr": 0.0672,
  "charge": 1,
  "symbols": ["I", "S", "O", "O", "O", "N", "C", "C", "C", "C", "H", "H", "H", "H", "H", "H", "H", "H", "H"],
  "coordinates": [[1.542, 0.226, 5.482], [1.647, -1.952, 4.621], [-0.720, -0.353, 1.468], [1.862, -2.031, 3.220], [0.827, 1.079, 1.071], [-0.029, 0.320, 0.723], [-0.483, 1.605, -1.260], [0.891, -0.500, -1.325], [-0.325, 0.232, -0.762], [-1.567, -0.493, -1.099], [0.841, -1.490, -1.120], [-1.065, 1.593, -2.223], [-0.987, 2.203, -0.458], [1.833, -0.013, -1.117], [0.712, -0.524, -2.351], [-2.363, 0.137, -0.940], [-1.430, -0.676, -2.204], [0.501, 2.066, -1.211], [-1.688, -1.429, -0.513]],
  "lowdin_charge": [0.81, 0.61, 0.06, -0.44, 0.08, -0.36, -0.03, 0.00, -0.57, -0.03, 0.06, 0.13, 0.12, 0.10, 0.08, 0.06, 0.13, 0.09, 0.11]
}

=====

6.
{
  "formula": "C4H5O2P",
  "method": "ωB97M-V/def2-TZVPD",
  "de_lowest_kcal_mol": 19.9,
  "energy_ha": -647.196986,
  "largest_force_ha_per_bohr": 0.0628,
  "symbols": ["P", "O", "O", "C", "C", "C", "C", "H", "H", "H", "H", "H"],
  "coordinates": [[1.403, -0.474, 1.421], [0.228, 0.609, 1.596], [0.670, -1.627, 0.433], [0.029, -1.381, -0.742], [-0.585, 1.063, -0.701], [-0.333, 1.407, 0.565], [-0.487, -0.245, -1.255], [-0.511, 2.472, 0.751], [0.975, -1.110, 2.749], [0.129, -2.369, -1.222], [-0.846, 2.008, -1.279], [-0.673, -0.353, -2.317]],
  "lowdin_charge": [0.92, -0.40, -0.37, -0.20, -0.13, -0.18, -0.12, 0.11, 0.00, 0.13, 0.13, 0.10]
}